Formula: C20H19ClN2O2
Source: the OMol25 dataset
Level of theory: ωB97M-V/def2-TZVPD

The geometry in XYZ format:
```
44
Properties=species:S:1:pos:R:3:forces:R:3:nbo_charge:R:1
Cl 7.0398 -0.4583 1.7415 0.616 0.004 0.185 0.006
C 5.3558 -0.3990 1.4338 -1.421 -0.037 -0.333 -0.077
C 4.6429 -1.5959 1.2484 -0.055 0.611 -0.021 -0.216
C 3.2781 -1.5418 0.9677 0.126 0.378 0.056 -0.241
C 2.6332 -0.3034 0.8835 -0.384 0.070 -0.331 0.303
O 1.2551 -0.2841 0.7635 0.860 -0.348 0.899 -0.543
C 3.3413 0.8899 1.0389 0.136 -0.364 0.178 -0.251
C 4.7029 0.8407 1.3413 0.011 -0.397 -0.123 -0.216
H 5.1453 -2.5548 1.3244 0.020 0.172 -0.020 0.225
H 2.6937 -2.4468 0.8156 0.145 0.182 0.075 0.229
H 2.8035 1.8359 0.9715 0.182 -0.216 0.047 0.232
H 5.2552 1.7604 1.5154 -0.020 -0.194 -0.088 0.225
C -3.7677 -0.5547 -0.5790 -0.110 -0.627 -0.342 -0.401
N -3.8323 0.4894 0.4281 0.032 0.413 0.568 -0.307
C -4.9903 0.7836 1.1388 0.359 0.193 -0.098 -0.055
C -4.7319 1.8772 1.8884 0.470 -0.096 -0.334 -0.065
N -3.4132 2.2428 1.6383 -0.295 -0.648 -0.309 -0.296
C -2.8261 3.4435 2.2092 0.231 0.455 0.238 -0.403
C -2.8568 1.3656 0.7677 -1.231 0.209 0.109 0.425
C -1.4972 1.4360 0.1962 2.508 -1.698 -0.768 0.326
C -0.8294 0.2033 -0.0311 -2.319 1.519 1.025 -0.416
C 0.5800 0.1587 -0.4224 0.327 -0.099 -0.480 0.025
C 0.8120 -0.8688 -1.5236 -0.019 0.733 0.051 0.072
C 1.2584 -0.4607 -2.7812 -0.060 -0.415 0.301 -0.246
C 1.5603 -1.4251 -3.7426 -0.196 0.067 0.010 -0.195
C 1.3839 -2.7783 -3.4461 -0.065 -0.088 0.028 -0.233
C 0.8417 -3.1700 -2.2177 -0.168 0.422 0.259 -0.211
C 0.5393 -2.2041 -1.2533 0.227 -0.305 -0.471 -0.250
O -1.0029 2.5670 -0.0471 -0.698 0.650 0.241 -0.738
H -3.1031 -1.3724 -0.2769 -0.211 0.340 -0.122 0.231
H -4.7831 -0.9502 -0.6790 0.175 0.059 -0.028 0.205
H -3.4428 -0.1626 -1.5519 0.053 -0.014 0.448 0.243
H -5.8911 0.2047 1.0333 0.074 -0.009 -0.019 0.234
H -5.3574 2.4351 2.5646 0.075 -0.047 -0.037 0.237
H -1.7430 3.3397 2.3108 -0.290 -0.032 -0.155 0.260
H -3.0532 4.3183 1.5829 0.184 -0.382 0.093 0.226
H -3.2878 3.5927 3.1923 0.192 -0.055 -0.184 0.202
H -1.2313 -0.7004 0.4285 0.014 0.102 -0.302 0.178
H 0.9267 1.1628 -0.7106 -0.074 -0.275 -0.039 0.211
H 1.3320 0.6117 -2.9675 0.214 -0.309 -0.102 0.218
H 1.8988 -1.1109 -4.7305 0.018 -0.174 0.256 0.211
H 1.6493 -3.5399 -4.1789 -0.103 0.213 0.110 0.211
H 0.6228 -4.2112 -1.9923 0.173 0.092 -0.199 0.209
H 0.0886 -2.4656 -0.2929 0.300 -0.057 -0.271 0.216
```
Forces are in eV/Å.

The calculation puts the lowest unoccupied orbital energy at 0.0151 Ha. For the HOMO energy, the calculation gives -6.8181 eV.


Formula: C18H32BrCl3MgN4O5Si
Source: the OMol25 dataset
Level of theory: ωB97M-V/def2-TZVPD

The geometry in XYZ format:
```
65
Properties=species:S:1:pos:R:3:forces:R:3:nbo_charge:R:1
Mg 0.2541 0.2232 -0.1220 0.212 -0.185 -0.193 1.680
C -3.1880 0.1721 1.8086 0.005 -0.041 -0.035 -0.252
O -2.2313 -0.5554 1.0661 -0.024 0.040 0.039 -0.552
C -2.8554 -1.4740 0.1940 0.019 -0.035 0.013 -0.088
C -1.7971 -2.0940 -0.6911 -0.009 0.018 -0.027 -0.089
O -0.9755 -1.1129 -1.3171 -0.044 -0.140 -0.004 -0.595
C -1.4271 -0.5555 -2.5467 -0.011 0.010 0.023 -0.093
C -2.3304 0.6412 -2.3224 -0.020 -0.002 -0.011 -0.087
O -1.7845 1.4163 -1.2754 0.029 0.009 -0.007 -0.571
C -2.5491 2.5864 -1.0455 0.017 0.005 -0.002 -0.245
H -3.7477 -0.4898 2.4797 -0.005 0.003 0.003 0.170
H -3.8993 0.6743 1.1430 0.003 0.027 0.013 0.171
H -2.6620 0.9267 2.3852 0.042 0.076 0.009 0.202
H -3.6263 -0.9594 -0.3923 0.008 0.017 -0.012 0.163
H -3.3519 -2.2703 0.7645 -0.005 -0.005 -0.005 0.182
H -2.2631 -2.7256 -1.4527 -0.025 -0.004 0.014 0.180
H -1.1229 -2.6906 -0.0824 0.018 0.008 -0.010 0.238
H -1.9420 -1.3150 -3.1413 0.006 -0.012 0.009 0.183
H -0.5242 -0.2408 -3.0650 0.006 -0.005 -0.005 0.237
H -3.3536 0.3424 -2.0603 -0.003 0.008 0.001 0.160
H -2.3844 1.2233 -3.2511 0.012 0.014 0.013 0.188
H -2.4964 3.2575 -1.9081 0.005 0.003 0.008 0.182
H -2.1409 3.0928 -0.1767 0.027 0.016 0.035 0.211
H -3.5981 2.3290 -0.8588 0.000 -0.001 0.007 0.164
N 2.6207 0.0921 1.0367 -0.036 -0.131 0.095 -0.858
C 2.3199 -0.6027 2.2798 0.018 -0.015 -0.062 -0.189
C 3.5310 -1.3166 2.9080 -0.005 -0.044 -0.011 -0.394
C 3.4287 -1.7774 4.3696 -0.004 0.047 -0.022 -0.411
C 2.7977 -0.7437 5.3053 -0.018 0.022 -0.068 -0.227
N 1.3461 -0.8247 5.1404 -0.029 0.157 0.180 -0.599
C 0.5164 0.2045 5.1380 0.173 -0.028 -0.012 0.688
N -0.6940 0.0391 4.5890 -0.102 0.035 -0.144 -0.785
N 0.8280 1.3792 5.7038 -0.075 0.027 -0.054 -0.774
C 1.1067 -1.5171 2.0339 0.081 0.096 -0.009 0.813
O 0.6651 -2.1996 2.9825 -0.084 -0.114 0.031 -0.758
O 0.6116 -1.4839 0.8765 -0.183 -0.103 0.173 -0.858
H 2.9574 -0.5527 0.3294 -0.013 0.062 -0.063 0.382
H 3.3160 0.8176 1.1632 -0.061 0.046 0.036 0.384
H 1.9768 0.1694 2.9707 0.020 0.040 0.019 0.212
H 4.3628 -0.6104 2.8286 0.017 -0.001 0.036 0.204
H 3.7977 -2.1781 2.2890 0.017 0.023 -0.024 0.215
H 4.4340 -2.0100 4.7239 -0.004 0.031 0.029 0.221
H 2.8538 -2.7027 4.4426 0.008 0.007 -0.006 0.222
H 3.1526 0.2576 5.0333 -0.006 -0.001 0.009 0.192
H 3.0736 -0.9269 6.3448 -0.024 -0.054 0.001 0.209
H 1.0467 -1.5777 4.4927 0.042 -0.053 -0.108 0.460
H -0.8057 -0.7583 3.9713 0.010 0.029 -0.006 0.438
H -1.2396 0.8615 4.3749 0.011 0.021 0.003 0.422
H 1.7878 1.5414 5.9561 0.002 0.011 0.000 0.411
H 0.3199 2.1956 5.3919 0.030 -0.004 -0.020 0.428
Br 4.1793 1.4835 -5.6318 -0.004 -0.001 0.005 0.011
C 3.0898 1.1500 -4.1040 0.022 0.005 -0.029 -0.100
C 2.2919 2.1607 -3.6000 -0.022 -0.023 0.024 -0.271
C 1.4991 1.8947 -2.4858 0.046 -0.030 -0.033 -0.186
C 1.4657 0.6498 -1.8344 -0.040 0.289 -0.154 -0.645
C 2.3016 -0.3247 -2.4023 -0.028 -0.046 0.061 -0.259
C 3.1067 -0.1014 -3.5164 -0.006 0.000 0.013 -0.267
H 2.2895 3.1368 -4.0683 0.002 0.001 0.001 0.215
H 0.8841 2.7117 -2.1173 -0.001 -0.004 0.003 0.189
H 2.3265 -1.3266 -1.9728 0.009 -0.004 -0.008 0.187
H 3.7332 -0.8856 -3.9222 0.000 0.000 -0.003 0.215
Cl 2.0272 2.7998 2.7740 0.047 -0.004 0.072 -0.510
Si 0.3072 2.5214 1.5003 -0.102 0.175 0.208 0.627
Cl 0.4731 4.2858 0.3597 -0.019 0.000 -0.078 -0.453
Cl -1.1802 3.2536 2.9599 0.049 -0.289 0.038 -0.539
```
Forces are in eV/Å.

The calculation puts the lowest unoccupied orbital energy at 0.0122 Ha. For the HOMO energy, the calculation gives -7.7948 eV.


Formula: C29H27BrCoN9O7
Source: the OMol25 dataset
Level of theory: ωB97M-V/def2-TZVPD

The geometry in XYZ format:
```
74
Properties=species:S:1:pos:R:3:forces:R:3:lowdin_spin:R:1
Co -0.0764 -2.1976 0.7072 -0.020 0.091 0.015 2.763
O 2.2262 1.4170 4.7514 -0.027 -0.007 -0.055 0.000
C 1.4783 0.4967 5.3489 0.079 -0.046 -0.016 0.000
O 1.3505 0.4320 6.5380 -0.025 0.022 0.007 0.000
C 0.7705 -0.4926 4.4739 -0.019 -0.006 0.019 0.000
C -0.0486 -1.4743 4.9932 -0.010 0.034 0.013 0.000
N -0.5514 -2.1646 3.9583 -0.014 0.033 -0.005 0.004
N -0.1159 -1.6957 2.7878 0.035 -0.093 -0.016 0.033
C 0.6987 -0.6897 3.0841 -0.011 -0.011 0.016 0.000
C 1.3269 0.0019 1.9271 -0.016 0.108 0.005 0.003
O 2.0266 0.9903 2.0714 0.010 -0.007 0.004 0.004
O 1.0081 -0.5039 0.7682 -0.031 -0.082 -0.070 0.050
H 2.2252 1.3185 3.7730 0.002 0.003 0.039 0.000
H -0.2887 -1.6942 6.0200 -0.003 -0.010 0.002 0.000
H -1.1842 -2.9477 3.9886 0.009 0.005 0.006 0.000
C 1.3804 -0.8164 -2.6080 -0.021 0.020 -0.051 -0.001
O 0.0723 -0.5182 -2.0723 0.028 -0.059 0.015 -0.003
C -0.3472 0.7638 -2.3574 0.021 0.055 0.012 -0.004
C -1.3459 0.9890 -3.2754 -0.048 0.050 -0.016 0.056
C -1.7851 2.2913 -3.5413 0.011 -0.006 0.013 -0.003
Br -3.1670 2.5493 -4.7911 -0.004 0.007 -0.009 -0.003
C -1.2102 3.3613 -2.9067 0.006 -0.040 0.004 0.029
C -0.1903 3.1442 -1.9570 -0.007 0.037 -0.016 0.023
C 0.2362 1.8357 -1.6689 -0.007 -0.052 0.006 0.054
O 1.1925 1.6478 -0.7550 0.019 -0.016 0.025 0.031
C 0.3730 4.2816 -1.2895 -0.004 0.016 -0.016 0.113
N -0.0182 5.5571 -1.5668 -0.005 -0.015 -0.007 0.120
C 0.7094 6.3311 -0.7779 -0.002 0.032 0.001 0.120
C 0.7095 7.7544 -0.6634 0.004 0.002 0.005 0.089
C 1.5662 8.3028 0.2366 -0.002 -0.008 0.000 0.023
C 2.4271 7.4886 1.0335 -0.005 0.022 -0.003 0.222
C 2.4565 6.0993 0.9510 -0.016 -0.025 -0.019 0.001
C 1.5932 5.5405 0.0399 0.011 -0.010 0.004 0.126
N 1.3317 4.2448 -0.3325 0.032 -0.022 0.048 -0.003
H 2.0910 -0.0275 -2.3658 0.005 -0.003 -0.002 0.000
H 1.3193 -0.9334 -3.6908 0.012 0.002 0.004 0.000
H 1.7049 -1.7442 -2.1443 -0.003 -0.007 -0.004 0.000
H -1.7938 0.1540 -3.7985 0.019 -0.025 0.014 0.003
H -1.5256 4.3737 -3.1115 0.001 0.003 -0.004 0.001
H 1.1919 0.7337 -0.3613 -0.015 0.028 0.025 0.001
H 0.0483 8.3463 -1.2800 -0.004 -0.001 -0.003 0.002
H 1.6112 9.3748 0.3652 -0.002 0.004 -0.001 -0.002
H 3.0885 7.9798 1.7350 0.002 0.001 0.002 0.010
H 3.1207 5.5116 1.5685 0.000 -0.002 0.001 -0.003
H 1.7495 3.3915 0.0170 -0.010 -0.008 -0.012 -0.001
N -1.9383 0.4705 0.6285 -0.061 0.007 0.031 0.001
C -2.7035 -0.6300 0.4032 -0.016 -0.013 -0.041 0.005
C -4.0891 -0.5006 0.1916 0.038 0.011 0.020 0.001
C -4.8331 -1.6156 -0.0802 -0.012 -0.034 -0.008 0.001
C -4.2059 -2.8671 -0.1540 -0.002 0.017 0.008 0.002
C -2.8580 -2.9155 0.0579 -0.001 0.027 0.015 0.005
N -2.0995 -1.8273 0.3404 0.013 -0.020 -0.008 0.037
H -2.3948 1.3163 0.9234 0.012 -0.001 -0.013 0.000
H -0.9775 0.3469 0.8986 0.057 -0.006 0.015 0.000
H -4.5426 0.4798 0.2437 -0.003 0.001 0.002 0.000
H -5.8994 -1.5276 -0.2403 -0.003 -0.004 -0.002 0.000
H -4.7598 -3.7689 -0.3655 -0.007 -0.002 0.000 0.000
H -2.3253 -3.8574 0.0155 0.012 -0.010 -0.009 0.001
C 2.1930 -6.4154 0.7241 -0.013 0.008 -0.007 0.001
N 1.4288 -5.6522 -0.2728 0.021 -0.016 -0.016 0.001
C 1.1953 -6.1199 -1.5309 0.000 -0.013 0.002 0.001
C 0.4936 -5.4144 -2.4436 -0.016 0.011 0.011 0.001
C 0.0091 -4.1311 -2.0535 0.023 -0.037 0.024 0.004
N 0.2434 -3.6817 -0.8184 0.036 0.012 -0.026 0.029
C 0.9321 -4.4335 0.0794 -0.034 0.055 -0.013 0.010
O 1.0674 -3.9586 1.2242 -0.021 -0.019 0.039 0.037
N -0.6772 -3.3502 -2.8805 -0.007 0.026 -0.016 0.002
H 2.4479 -7.3797 0.2956 0.007 -0.001 0.004 0.000
H 1.5878 -6.5538 1.6159 0.008 -0.006 0.005 0.000
H 3.0983 -5.8730 0.9852 -0.004 -0.003 0.009 0.000
H 1.6075 -7.0947 -1.7516 0.002 -0.001 -0.001 0.000
H 0.3221 -5.8075 -3.4333 -0.005 0.003 -0.006 0.000
H -0.8670 -3.6416 -3.8240 0.004 0.002 0.002 0.000
H -0.8910 -2.4008 -2.6009 -0.005 -0.012 0.001 0.000
```
Forces are in eV/Å.

The calculation puts the lowest unoccupied orbital energy (alpha / beta) at -0.1924 / -0.2986 Ha. For the HOMO energy (alpha / beta), the calculation gives -13.3843 / -13.4398 eV. Its total charge is +2. As for the multiplicity: 5.


Total energy (computed, eV): -40644.217 -156322.041 -165914.812
Energy above the lowest of the compared OMol25 structures with the same formula, charge and spin (computed, kJ/mol): 301.1 0.0 13.0